(1)
DFT (the ωB97M-V functional and the def2-TZVPD basis) results for the ion CH7NO4P with charge +1 in a non-equilibrium geometry.

Each line ends with the natural charge from an NBO analysis.
Atoms and positions in Å:
C (-1.45965, 1.57185, -0.43345)  -0.248
N (0.34327, -1.32335, 1.80791)  -0.508
O (1.58007, 0.54117, 0.16441)  -0.989
O (1.07745, -0.99292, -1.67184)  -1.006
O (-0.59366, 0.72148, -1.17796)  -0.785
O (-0.25969, -1.06455, 0.55906)  -0.663
P (0.47504, -0.18956, -0.53209)  2.658
H (-1.21499, 2.54244, -0.82597)  0.227
H (-1.31785, 1.43894, 0.63794)  0.194
H (-2.39849, 1.23399, -0.41243)  0.212
H (0.74298, -2.32197, 1.95213)  0.371
H (-0.40459, -1.50415, 2.49822)  0.375
H (2.54446, 0.38423, 0.07001)  0.577
H (0.88565, -1.03763, -2.63595)  0.585

Forces on atoms 1 to 3 (eV/Å):
C 2.973 1.140 1.541
N 1.346 -1.938 2.907
O 2.114 1.229 0.944

The calculation puts the largest force on an atom at 4.34 eV/Å. Its HOMO energy is -14.9 eV. The value obtained for the energy above the lowest of the compared OMol25 structures with the same formula, charge and spin is 0.1160 eV. The total charge is +1. As for the frontier orbital gap: 11.53 eV.

=====

(2)
DFT (the ωB97M-V functional and the def2-TZVPD basis) results for a cluster of 2 separate species, CH7NOS in total in a non-equilibrium geometry.

Each line ends with the natural charge from an NBO analysis.
Atoms and positions in Å:
N (-0.49393, 0.79650, -2.08393)  -0.833
C (0.19688, 1.16834, -0.86293)  0.088
O (0.01538, 2.52525, -0.54002)  -0.747
H (-1.37791, 1.29841, -2.07235)  0.361
H (0.03240, 1.13453, -2.87844)  0.352
H (-0.15089, 0.55269, -0.03596)  0.149
H (1.25535, 0.93448, -1.00779)  0.152
H (0.79188, 3.04717, -0.50462)  0.477
S (0.09127, -2.26891, 1.75253)  -0.288
H (-0.11937, -0.96032, 1.92052)  0.139
H (0.48767, -2.17761, 0.46317)  0.149

Forces on atoms 1 to 3 (eV/Å):
N 0.009 0.194 0.567
C 0.705 -0.415 -0.678
O -1.599 -0.111 0.339

The calculation puts the largest force on an atom at 1.64 eV/Å. Its HOMO energy is -9.8 eV. The value obtained for the energy above the lowest of the compared OMol25 structures with the same formula, charge and spin is 0.1403 eV. As for the frontier orbital gap: 10.51 eV. Its SMILES is NCO.S.

=====

(3)
DFT (the ωB97M-V functional and the def2-TZVPD basis) results for a cluster of 2 separate species, CH7NS2 in total in a non-equilibrium geometry.

Each line ends with the natural charge from an NBO analysis.
Atoms and positions in Å:
C (0.49147, -0.76866, -1.64971)  -0.707
S (0.45044, -0.59553, 0.21497)  0.069
S (2.13513, -1.69202, 0.63279)  -0.152
H (1.37410, -0.19376, -1.88770)  0.221
H (0.56691, -1.81597, -1.90969)  0.221
H (-0.46753, -0.41993, -2.02012)  0.225
H (3.12834, -0.77830, 0.48117)  0.121
N (-1.77668, 1.65567, 1.28634)  -1.068
H (-2.12216, 0.69873, 1.21036)  0.358
H (-2.51520, 2.31968, 1.47776)  0.358
H (-1.26483, 1.59009, 2.16382)  0.354

Forces on atoms 1 to 3 (eV/Å):
C -0.295 -0.063 1.582
S 0.302 -0.364 -0.821
S 0.154 -0.046 0.180

The calculation puts the largest force on an atom at 1.61 eV/Å. Its HOMO energy is -9.0 eV. The value obtained for the energy above the lowest of the compared OMol25 structures with the same formula, charge and spin is 0.2375 eV. As for the frontier orbital gap: 9.74 eV. Its SMILES is CSS.N.

=====

(4)
DFT (the ωB97M-V functional and the def2-TZVPD basis) results for the molecule CH7NSi in a non-equilibrium geometry.

Each line ends with the natural charge from an NBO analysis.
Atoms and positions in Å:
C (0.20744, 1.10980, 0.81298)  -1.041
Si (-0.03278, -0.80040, 0.16254)  1.264
N (0.18906, -0.46692, -1.55007)  -1.279
H (0.71582, 1.20583, 1.76400)  0.229
H (0.72959, 1.52895, 0.03996)  0.206
H (-0.66632, 1.68101, 1.19746)  0.238
H (1.15395, -1.62263, 0.62458)  -0.222
H (-1.14747, -1.30861, 0.92410)  -0.182
H (0.12947, -1.19196, -2.27768)  0.397
H (1.05268, 0.09079, -1.58034)  0.390

Forces on atoms 1 to 3 (eV/Å):
C -2.059 -2.647 2.451
Si 2.046 2.671 0.910
N -0.511 -0.634 0.216

The calculation puts the largest force on an atom at 4.15 eV/Å. Its HOMO energy is -9.7 eV. The value obtained for the energy above the lowest of the compared OMol25 structures with the same formula, charge and spin is 0.5411 eV. As for the frontier orbital gap: 10.66 eV. Its SMILES is C[SiH2]N.

=====

(5)
DFT (the ωB97M-V functional and the def2-TZVPD basis) results for a cluster of 2 separate species, CH7NSi2 in total in a non-equilibrium geometry.

Each line ends with the natural charge from an NBO analysis.
Atoms and positions in Å:
C (0.91506, 0.15708, 1.38991)  -0.415
N (-0.21866, 0.80995, 0.81018)  -1.063
Si (-1.66109, 0.45890, 0.20051)  1.326
Si (1.24643, -0.41291, -2.20978)  0.566
H (0.67531, -0.34230, 2.33191)  0.192
H (1.36610, -0.58651, 0.72457)  0.180
H (1.66537, 0.92802, 1.59160)  0.191
H (-2.35975, 1.65831, -0.22824)  -0.193
H (-2.45347, -0.74712, -0.06993)  -0.203
H (-0.08944, -0.14473, -2.82756)  -0.293
H (0.91412, -1.77870, -1.71316)  -0.288

Forces on atoms 1 to 3 (eV/Å):
C 0.347 0.209 0.080
N -1.191 -0.690 -0.697
Si 1.065 0.839 0.209

The calculation puts the largest force on an atom at 1.54 eV/Å. Its HOMO energy is -8.7 eV. The value obtained for the energy above the lowest of the compared OMol25 structures with the same formula, charge and spin is 2.7239 eV. As for the frontier orbital gap: 7.74 eV.

=====

(6)
DFT (the ωB97M-V functional and the def2-TZVPD basis) results for a structure of composition CH7Na9O7 in a non-equilibrium geometry.

Each line ends with the natural charge from an NBO analysis.
Atoms and positions in Å:
Na (2.54248, -1.95011, -0.62033)  0.990
Na (0.32373, 2.88774, -1.37915)  0.991
Na (-1.81558, 0.55075, 3.63351)  0.978
Na (-1.25454, -2.98058, 0.61363)  0.993
Na (-3.38987, 0.40408, 0.41085)  0.983
Na (1.00496, -1.70115, 2.90944)  0.984
Na (-0.80318, 2.84061, 1.50218)  0.978
Na (1.52562, 1.42185, 4.08459)  0.998
Na (2.66013, 1.58573, 0.90318)  0.984
O (-2.67752, -1.23609, 2.00542)  -1.249
H (-1.79757, -0.84369, 1.84351)  0.295
C (0.01887, 0.08910, 0.73549)  0.942
O (0.38267, -1.08367, 0.55460)  -0.914
O (-0.64684, 0.73178, -0.07187)  -0.879
O (0.40949, 0.65220, 1.79826)  -1.088
O (-1.84870, -0.77155, -2.06682)  -0.938
H (-1.39017, -0.24866, -1.40913)  0.441
H (-2.73637, -0.41370, -2.08173)  0.491
O (1.28484, -0.93254, -2.56867)  -1.002
H (1.06617, -1.34982, -3.40191)  0.567
H (0.44167, -0.81274, -2.13170)  0.487
O (2.09799, 1.25651, -1.44941)  -1.090
H (1.74914, 0.44242, -1.81245)  0.514
H (2.85257, 1.46154, -2.00149)  0.546

Forces on atoms 1 to 3 (eV/Å):
Na 0.241 -0.681 -0.999
Na 0.035 0.147 -1.611
Na -1.716 -1.031 0.689

The calculation puts the largest force on an atom at 6.11 eV/Å. Its HOMO energy is -27.7 eV. The total charge is +6. As for the frontier orbital gap: 6.53 eV.

=====

(7)
DFT (the ωB97M-V functional and the def2-TZVPD basis) results for a cluster of 3 separate species, CH7O2S in total in a non-equilibrium geometry.

Each line ends with the natural charge from an NBO analysis.
Atoms and positions in Å:
C (0.60781, 1.82727, -1.00673)  -0.709
S (0.27835, 0.16246, 0.04352)  -0.738
H (-0.27468, 2.41003, -0.60792)  0.188
H (0.40897, 1.87450, -2.05383)  0.177
H (1.60460, 2.29998, -0.72122)  0.182
H (-0.32245, -2.44083, -2.31318)  0.454
H (0.55280, -1.32340, -1.45375)  0.507
O (0.50560, -2.08923, -2.09612)  -1.037
H (-0.83387, 0.27566, 2.25296)  0.510
H (-2.03281, 0.65293, 3.19611)  0.448
O (-1.40598, -0.07475, 2.97673)  -0.982

Forces on atoms 1 to 3 (eV/Å):
C -0.940 0.018 3.147
S 0.634 1.612 -1.369
H 1.319 0.019 -0.163

The calculation puts the largest force on an atom at 3.28 eV/Å. Its HOMO energy is -3.0 eV. The value obtained for the energy above the lowest of the compared OMol25 structures with the same formula, charge and spin is 0.8456 eV. The total charge is -1. As for the frontier orbital gap: 7.00 eV.

=====

(8)
DFT (the ωB97M-V functional and the def2-TZVPD basis) results for a cluster of 3 separate species, CH7O2S in total.

Each line ends with the natural charge from an NBO analysis.
Atoms and positions in Å:
C (0.57793, -0.16223, 1.47980)  -0.734
S (0.04786, -0.38693, -0.27101)  -0.721
H (1.15065, 0.75475, 1.61953)  0.178
H (-0.28305, -0.08649, 2.15528)  0.178
H (1.10874, -1.04937, 1.82712)  0.177
H (1.98101, 1.62935, -1.95918)  0.461
H (2.03144, 1.06539, -0.61371)  0.495
O (2.35551, 1.84075, -1.11318)  -0.979
H (-3.02940, -1.94467, 0.03989)  0.445
H (-2.05897, -0.81777, 0.23480)  0.496
O (-3.02248, -1.00350, 0.16774)  -0.997

Forces on atoms 1 to 3 (eV/Å):
C -0.640 -0.255 -0.034
S 0.248 -0.008 0.366
H 0.271 -0.114 0.030

The calculation puts the largest force on an atom at 0.82 eV/Å. Its HOMO energy is -2.9 eV. The value obtained for the energy above the lowest of the compared OMol25 structures with the same formula, charge and spin is 0.1948 eV. The total charge is -1. As for the frontier orbital gap: 7.03 eV.

=====

(9)
DFT (the ωB97M-V functional and the def2-TZVPD basis) results for a cluster of 3 separate species, CH7O2S in total in a non-equilibrium geometry.

Each line ends with the natural charge from an NBO analysis.
Atoms and positions in Å:
C (0.20406, -0.32940, 2.00865)  -0.732
S (0.33577, 0.79860, 0.55988)  -0.750
H (0.95254, -1.12904, 1.95591)  0.171
H (0.50180, 0.14428, 2.94925)  0.172
H (-0.80277, -0.72970, 2.05040)  0.181
H (0.71594, -2.04012, -1.92365)  0.462
H (1.51019, -1.40585, -0.74623)  0.504
O (1.57454, -1.95505, -1.54012)  -0.979
H (-2.16654, 0.11490, -1.56362)  0.458
H (-1.56192, 1.29789, -0.76924)  0.505
O (-2.25497, 1.02837, -1.36302)  -0.993

Forces on atoms 1 to 3 (eV/Å):
C 0.739 0.241 -0.186
S 0.360 -0.238 0.146
H -0.345 -0.264 -0.355

The calculation puts the largest force on an atom at 2.43 eV/Å. Its HOMO energy is -2.8 eV. The value obtained for the energy above the lowest of the compared OMol25 structures with the same formula, charge and spin is 0.3600 eV. The total charge is -1. As for the frontier orbital gap: 6.92 eV.

=====

(10)
DFT (the ωB97M-V functional and the def2-TZVPD basis) results for a structure of composition CH7O3 in a non-equilibrium geometry.

Each line ends with the natural charge from an NBO analysis.
Atoms and positions in Å:
C (0.77140, -0.80204, -0.99696)  -0.217
O (-0.01073, 0.12187, -0.36749)  -0.893
H (0.32875, -1.09664, -1.95888)  0.119
H (0.89237, -1.70836, -0.38882)  0.120
H (1.73928, -0.37316, -1.21745)  0.121
H (-1.25535, -0.13143, -0.26008)  0.488
H (-2.48394, -1.05127, -0.75585)  0.417
O (-2.36554, -0.33821, -0.11781)  -1.094
H (2.37141, 1.06782, 0.93248)  0.440
H (0.90361, 0.66912, 0.94390)  0.510
O (1.60242, 1.13042, 1.50582)  -1.011

Forces on atoms 1 to 3 (eV/Å):
C -0.881 0.026 0.052
O 0.366 0.788 0.515
H 0.069 -0.295 -0.292

The calculation puts the largest force on an atom at 1.01 eV/Å. Its HOMO energy is -4.0 eV. The value obtained for the energy above the lowest of the compared OMol25 structures with the same formula, charge and spin is 0.2522 eV. The total charge is -1. As for the frontier orbital gap: 8.35 eV.